Record 1
{"formula": "C8H16N2", "method": "ωB97M-V/def2-TZVPD", "energy_ha": -423.90845, "e_homo_ha": -0.32328, "orbital_gap_ev": 9.68, "relative_energy_kcal_mol": 19.6, "smiles": "CCc1c[nH]cn1.CCC", "lumo_energy_ev": 0.887, "symbols": ["N", "N", "C", "C", "C", "C", "C", "C", "C", "C", "H", "H", "H", "H", "H", "H", "H", "H", "H", "H", "H", "H", "H", "H", "H", "H"], "xyz": [[0.01170, -1.37775, 1.56043], [1.33693, 0.22827, 2.30726], [-0.62821, 1.78525, -1.35767], [0.28819, -0.61796, 2.56310], [-0.41340, -1.76649, -1.50456], [-1.66563, 1.83796, -0.25799], [1.60937, 0.06587, 0.95190], [0.90868, -1.70630, -0.75169], [0.83384, -0.95620, 0.53590], [-1.33764, 1.61062, -2.71649], [2.50676, 0.52915, 0.57510], [1.35595, 1.08990, 2.81812], [-0.06478, 0.87747, -1.24718], [-1.33152, 2.37565, 0.63157], [-2.62987, 2.23777, -0.54376], [-0.47806, -2.50743, -2.29832], [-0.06298, 2.70716, -1.45347], [-1.23399, -1.87137, -0.79224], [1.17078, -2.74033, -0.54506], [1.66992, -1.28308, -1.40831], [-0.86046, 2.03981, -3.59437], [-0.79462, -0.86064, -1.96655], [-0.14406, -0.55231, 3.54852], [-1.95555, 0.84356, 0.07461], [-1.53548, 0.56569, -2.95898], [-2.33889, 2.04754, -2.80164]], "lowdin_charge": [0.117, 0.045, -0.287, -0.208, -0.103, -0.120, -0.071, -0.190, -0.338, -0.126, 0.117, 0.133, 0.050, 0.066, 0.061, 0.074, 0.101, 0.075, 0.109, 0.111, 0.064, 0.021, 0.116, 0.066, 0.048, 0.067]}

---

Record 2
{"formula": "C6H14O2", "method": "ωB97M-V/def2-TZVPD", "energy_ha": -387.36383, "e_homo_ha": [0.00996, -0.12940], "spin_multiplicity": 2, "orbital_gap_ev": [3.73, 7.38], "charge": -1, "relative_energy_kcal_mol": 40.6, "lumo_energy_ev": [4.005, 3.857], "symbols": ["O", "O", "C", "C", "C", "C", "C", "C", "H", "H", "H", "H", "H", "H", "H", "H", "H", "H", "H", "H", "H", "H"], "xyz": [[0.41010, -3.38783, 1.99721], [0.14430, 2.05033, -2.93007], [-0.21250, -2.38858, -1.84410], [-0.05816, -0.52917, -0.26487], [-0.37343, 1.11669, 1.70158], [-0.46312, 2.61624, 1.48626], [0.43841, -1.42236, -1.28136], [0.48883, 0.39849, 0.53363], [1.45567, -1.05992, -1.70072], [1.09873, 1.71391, -2.85847], [0.34841, -2.99442, -2.59362], [-1.12295, -0.48694, -0.31175], [-1.36640, 0.68580, 1.71154], [-1.38831, -2.49391, -1.80642], [1.51963, 0.75083, 0.27179], [-0.10413, -2.58343, 1.99066], [-1.62552, 2.91375, 1.40511], [-0.30088, 1.80585, -2.15037], [0.94711, -3.50338, 1.21670], [0.06917, 0.74370, 2.57178], [-0.04589, 3.21285, 2.31373], [0.14094, 2.84149, 0.54177]], "lowdin_spin": [0.003, 0.005, 0.270, 0.142, 0.033, 0.027, 0.129, 0.275, 0.000, 0.001, 0.030, 0.003, 0.001, 0.026, 0.024, 0.000, 0.006, 0.002, 0.001, 0.013, 0.004, 0.007]}

---

Record 3
{"formula": "C19H30O17Pd", "method": "ωB97M-V/def2-TZVPD", "energy_ha": -2148.60720, "e_homo_ha": [-0.29498, -0.29140], "spin_multiplicity": 3, "orbital_gap_ev": [7.28, 5.50], "lumo_energy_ev": [-0.749, -2.426], "symbols": ["Pd", "O", "O", "O", "O", "O", "O", "O", "O", "O", "O", "O", "O", "O", "O", "O", "O", "O", "C", "C", "C", "C", "C", "C", "C", "C", "C", "C", "C", "C", "C", "C", "C", "C", "C", "C", "C", "H", "H", "H", "H", "H", "H", "H", "H", "H", "H", "H", "H", "H", "H", "H", "H", "H", "H", "H", "H", "H", "H", "H", "H", "H", "H", "H", "H", "H", "H"], "xyz": [[3.82349, -0.85313, -1.79288], [-6.97987, -0.02164, -0.55198], [2.21362, -4.07714, 5.37147], [4.01141, 2.50831, -2.77788], [-3.50394, 5.13180, -5.30556], [5.70084, 2.91543, 6.57158], [-6.07221, -1.77683, -1.78252], [-1.75810, -7.10759, -1.56526], [-1.48792, 4.89992, -4.73509], [-2.01279, 6.81809, -5.78927], [-5.80813, -1.72363, 0.40324], [5.45593, 3.08909, 4.32784], [0.86469, -1.24905, -0.14331], [3.20923, -3.64178, 7.35762], [2.64131, -1.92852, 5.87077], [-3.24533, -7.95908, -3.03739], [3.69193, 3.54441, 5.65901], [-2.05935, -5.94137, -3.47843], [-2.43059, -7.11591, -2.71590], [4.38498, 3.50829, 3.48424], [4.64533, 3.75247, -2.74654], [-2.09821, 3.78520, -4.17090], [-0.36966, -0.60021, 0.03337], [-5.39003, -2.96683, -0.04119], [1.90235, -2.00275, 4.66913], [-1.04823, -5.82123, -1.57130], [-0.97470, -5.35387, -2.95639], [-6.32802, -1.05213, -0.61892], [-5.54979, -3.07881, -1.58120], [-3.57401, 4.13713, -4.32665], [1.92247, -3.43506, 4.17325], [3.93717, 4.74519, -1.85750], [-0.31254, 0.82382, 0.70945], [3.17762, 3.73475, 4.40751], [5.01526, 3.08336, 5.57528], [2.67281, -3.22253, 6.30470], [-2.33490, 5.74098, -5.32532], [5.58845, 3.68708, -2.20402], [-4.32762, -2.93564, 0.20047], [4.07697, 4.40306, -0.83207], [-0.01468, 0.84633, 1.75772], [-0.08501, -5.61732, -3.52834], [2.86111, 4.73232, -2.03080], [4.58722, 4.46089, 2.99459], [0.86047, -1.71386, 4.80742], [4.95462, 4.10406, -3.73083], [2.46253, 2.93748, 4.20477], [-1.71642, 2.98379, -4.80341], [0.92937, -3.81247, 3.92947], [-1.42954, -5.03632, -0.91814], [-0.98552, -0.53056, -0.86327], [2.19195, -1.33779, 3.85545], [4.05839, 2.82269, 2.70233], [2.75812, 4.72048, 4.20638], [-1.07593, -4.26859, -2.96132], [-1.29814, 1.27847, 0.60948], [-0.05230, -5.97319, -1.15521], [-1.87358, 3.75645, -3.10468], [-4.11001, 3.22661, -4.59455], [-0.96668, -1.22766, 0.69517], [-3.93518, 4.58102, -3.39895], [-4.59950, -3.28953, -2.07178], [0.28626, 1.47751, 0.07523], [-6.22225, -3.91433, -1.77567], [2.69030, -3.55837, 3.40948], [-5.86117, -3.85865, 0.37208], [4.31552, 5.76676, -1.89409]], "lowdin_spin": [0.025, 0.000, 0.000, 0.826, 0.000, 0.000, 0.000, 0.000, 0.000, 0.000, 0.000, 0.000, 0.825, 0.000, 0.000, 0.000, 0.000, 0.000, 0.000, 0.000, 0.093, 0.000, 0.083, 0.000, 0.000, 0.000, 0.000, 0.000, 0.000, 0.000, 0.000, 0.014, 0.010, 0.000, 0.000, 0.000, 0.000, 0.053, 0.000, 0.000, 0.000, 0.000, 0.000, 0.000, 0.000, 0.011, 0.000, 0.000, 0.000, 0.000, 0.011, 0.000, 0.000, 0.000, 0.000, 0.000, 0.000, 0.000, 0.000, 0.048, 0.000, 0.000, 0.000, 0.000, 0.000, 0.000, 0.000]}

---

Record 4
{"formula": "C4H5F3O2", "method": "ωB97M-V/def2-TZVPD", "energy_ha": -605.43195, "e_homo_ha": -0.41228, "orbital_gap_ev": 11.53, "relative_energy_kcal_mol": 51.3, "smiles": "CCOC(=O)C(F)(F)F", "lumo_energy_ev": 0.314, "symbols": ["F", "F", "F", "O", "O", "C", "C", "C", "C", "H", "H", "H", "H", "H"], "xyz": [[-0.55943, -3.29707, -1.27671], [0.70457, -1.69107, -2.22671], [1.48957, -2.89607, -0.55871], [-0.41443, -1.74207, 1.18929], [-0.25843, -0.02507, -0.41871], [-0.03743, -1.32207, 0.08029], [0.16357, 2.32793, 0.37329], [0.38857, -2.36607, -0.98471], [-0.53943, 0.94293, 0.54329], [-0.62243, 0.59993, 1.60129], [0.11057, 2.90793, 1.24629], [1.19557, 2.14893, 0.57229], [-1.52843, 1.33993, 0.51829], [-0.09243, 3.07193, -0.65871]], "lowdin_charge": [0.158, 0.060, 0.208, 0.127, 0.027, -0.258, -0.077, -0.471, -0.263, 0.137, 0.036, 0.044, 0.100, 0.170]}

---

Record 5
{"formula": "CHI2NO", "method": "ωB97M-V/def2-TZVPD", "energy_ha": -763.85367, "e_homo_ha": [-0.26515, -0.35904], "spin_multiplicity": 3, "orbital_gap_ev": [7.45, 6.30], "relative_energy_kcal_mol": 47.4, "lumo_energy_ev": [0.239, -3.474], "symbols": ["I", "I", "O", "N", "C", "H"], "xyz": [[2.34411, -1.11336, 1.66202], [0.85011, -0.37942, -2.47628], [0.39944, 2.50576, 0.63393], [0.97798, 1.48536, 0.77444], [1.16958, 0.30307, 0.79324], [1.23145, -0.56181, -0.99081]], "lowdin_spin": [0.511, 0.070, 0.529, 0.346, 0.534, 0.010]}